(1)
{
  "formula": "C6H12O",
  "method": "wB97M-V/def2-TZVPD",
  "symbols": ["C", "C", "C", "C", "C", "C", "O", "H", "H", "H", "H", "H", "H", "H", "H", "H", "H", "H", "H"],
  "positions_angstrom": [[1.5949, 1.1023, 0.2854], [0.7788, -0.1960, 0.2190], [1.5338, -1.3153, -0.5056], [-0.5551, 0.0665, -0.4525], [-1.7776, -0.8389, -0.2040], [-1.7032, 0.5160, 0.3530], [-1.7246, 0.9159, 1.6811], [1.0468, 1.8730, 0.8414], [2.5590, 0.9387, 0.7842], [1.8009, 1.4870, -0.7240], [0.5750, -0.5194, 1.2502], [2.4844, -1.5362, -0.0037], [1.7594, -1.0268, -1.5421], [0.9400, -2.2382, -0.5348], [-0.4919, 0.4773, -1.4614], [-2.4505, -1.0196, -1.0374], [-1.6789, -1.6581, 0.5039], [-2.4442, 1.3468, -0.3360], [-2.2470, 1.6251, 0.8832]],
  "nbo_charge": [-0.603, -0.223, -0.599, -0.244, -0.451, 0.095, -0.721, 0.219, 0.210, 0.198, 0.211, 0.209, 0.200, 0.210, 0.218, 0.226, 0.231, 0.097, 0.516],
  "de_lowest_kcal_mol": 96.7,
  "orbital_gap_ha": 0.370,
  "largest_force_ev_per_a": 4.6
}

(2)
{
  "formula": "C6H9N",
  "method": "wB97M-V/def2-TZVPD",
  "symbols": ["C", "C", "C", "C", "N", "C", "C", "H", "H", "H", "H", "H", "H", "H", "H", "H"],
  "positions_angstrom": [[-1.7947, 2.6112, 0.2433], [-1.1039, 1.4940, -0.3799], [-0.5427, 0.5775, -0.9195], [0.3348, -0.5485, -1.2286], [1.2760, -0.6462, -0.1173], [1.6921, -1.9759, 0.2712], [0.7141, -1.2161, 1.0897], [-2.5087, 2.2598, 0.9921], [-2.3277, 3.1683, -0.5226], [-1.0944, 3.2927, 0.7317], [-0.2549, -1.4730, -1.3674], [0.8925, -0.3812, -2.1555], [2.7282, -2.0577, 0.5876], [1.3076, -2.8183, -0.3032], [-0.3257, -1.5441, 1.0556], [1.0073, -0.7425, 2.0228]],
  "nbo_charge": [-0.684, 0.021, -0.043, -0.287, -0.384, -0.261, -0.262, 0.232, 0.236, 0.235, 0.187, 0.223, 0.204, 0.187, 0.192, 0.204],
  "de_lowest_kcal_mol": 75.0,
  "orbital_gap_ha": 0.379,
  "largest_force_ev_per_a": 0.5,
  "smiles": "CC#CCN1CC1"
}

(3)
{
  "formula": "C5H10N2O",
  "method": "wB97M-V/def2-TZVPD",
  "symbols": ["C", "C", "C", "C", "C", "H", "H", "H", "H", "H", "H", "H", "H", "H", "H", "N", "N", "O"],
  "positions_angstrom": [[0.4820, 1.9018, 0.0804], [0.5194, 0.5181, -0.5027], [1.5987, -0.3753, 0.1617], [0.1922, -1.0651, 0.6694], [-2.7277, -0.6499, -0.2580], [0.2089, 1.9102, 1.1822], [1.6178, 2.3981, 0.1996], [-0.1528, 2.6677, -0.3679], [0.6579, 0.6954, -1.5336], [1.9930, 0.0136, 1.0183], [1.6858, -2.1952, -0.8084], [-0.0675, -1.0440, 1.7373], [0.0733, -2.0736, 0.4671], [-3.6510, 0.0408, -0.8017], [-2.8442, -1.5789, 0.3147], [-0.4053, -0.3836, -0.4043], [-1.5959, 0.1436, -0.4239], [2.4154, -0.9238, -0.7303]],
  "nbo_charge": [-0.619, -0.076, 0.111, -0.277, -0.220, 0.198, 0.212, 0.228, 0.188, 0.164, 0.424, 0.209, 0.176, 0.207, 0.184, -0.264, -0.228, -0.617],
  "de_lowest_kcal_mol": 212.6,
  "orbital_gap_ha": 0.291,
  "largest_force_ev_per_a": 9.4
}

(4)
{
  "formula": "C4H8N2O",
  "method": "wB97M-V/def2-TZVPD",
  "symbols": ["C", "C", "C", "N", "O", "C", "N", "H", "H", "H", "H", "H", "H", "H", "H"],
  "positions_angstrom": [[0.9083, 1.3805, 0.6033], [0.1907, 0.1342, 0.1301], [-0.0859, 0.0510, -1.3558], [-0.6327, -1.1280, -1.8031], [0.0567, 1.0312, -2.0671], [0.1533, -1.0288, 1.0556], [-1.0606, -0.2762, 0.7845], [0.9452, 1.4032, 1.6995], [1.9410, 1.4171, 0.2391], [0.3990, 2.2767, 0.2431], [-1.0644, -1.7000, -1.0895], [-1.2272, -1.0023, -2.6113], [0.1675, -2.0512, 0.6812], [0.6626, -0.9114, 2.0136], [-1.3535, 0.4039, 1.4767]],
  "nbo_charge": [-0.615, -0.027, 0.683, -0.822, -0.603, -0.244, -0.596, 0.204, 0.230, 0.233, 0.392, 0.395, 0.198, 0.204, 0.366],
  "de_lowest_kcal_mol": 33.9,
  "orbital_gap_ha": 0.389,
  "largest_force_ev_per_a": 0.6,
  "smiles": "C[C@@]1(C(N)=O)CN1"
}

- What is the formula in the first record?
  C6H12O